one) This record from the Open Molecules 2025 dataset describes a 2-piece molecular cluster, C5H12O overall. The level of theory is ωB97M-V/def2-TZVPD.

Each line ends with the natural charge from an NBO analysis.
CARTESIAN COORDINATES (ANGSTROEM)
C -1.14 -1.56 0.16  -0.620
C -1.24 0.01 -0.05  -0.472
C 0.01 0.54 -0.65  0.293
C 0.81 -0.22 -1.44  -0.120
C 0.54 1.85 -0.34  -0.686
H -2.19 -1.84 0.00  0.254
H -0.42 -2.13 -0.33  0.222
H -0.99 -1.76 1.25  0.216
H -1.88 0.23 -1.02  0.302
H -1.58 0.54 0.88  0.290
H 1.87 -0.04 -1.77  0.239
H 0.56 -1.09 -1.86  0.204
H 1.09 1.42 0.56  0.333
H 1.17 2.14 -1.08  0.237
H -0.06 2.77 -0.20  0.287
H 0.50 -0.89 2.00  0.498
H 1.97 0.03 1.80  0.499
O 0.99 0.00 2.09  -0.976

## Properties
Total charge: +1
2S+1: 2
LUMO level (spin up / spin down) (eV): -4.273 / -7.988
Molecular weight (g/mol): 88.1


two) This record from the Open Molecules 2025 dataset describes a 2-piece molecular cluster, C5H12O overall. The level of theory is ωB97M-V/def2-TZVPD.

Each line ends with the natural charge from an NBO analysis.
CARTESIAN COORDINATES (ANGSTROEM)
C 1.28 1.35 -0.19  -0.260
O 2.25 0.33 -0.45  -0.025
C 0.13 1.02 0.81  -0.404
C -0.06 -0.52 0.88  -0.401
C -0.31 -1.25 -0.40  -0.430
C -1.66 -0.97 -1.11  -0.622
H 1.66 2.35 0.21  0.316
H 0.73 1.72 -1.22  0.255
H 2.08 0.77 1.44  0.416
H 0.45 1.29 1.82  0.237
H -0.70 1.55 0.41  0.281
H 0.81 -1.01 1.23  0.217
H -0.81 -0.48 1.76  0.261
H 0.61 -1.22 -1.09  0.231
H -0.49 -2.32 -0.10  0.259
H -1.89 0.12 -1.14  0.190
H -2.58 -1.47 -0.71  0.243
H -1.49 -1.26 -2.15  0.234

## Properties
Total charge: +1
2S+1: 2
LUMO level (spin up / spin down) (eV): -7.598 / -9.182
Molecular weight (g/mol): 88.1


Stability check: which of them is most stable? one).


one) This record from the Open Molecules 2025 dataset describes a 2-piece molecular cluster, C13H18Si overall. The level of theory is ωB97M-V/def2-TZVPD.

Each line ends with the natural charge from an NBO analysis.
CARTESIAN COORDINATES (ANGSTROEM)
C -4.14 1.43 0.19  -0.624
C -2.62 1.27 0.14  0.001
C -1.93 1.10 -1.08  -0.248
C -0.63 0.68 -1.08  -0.147
C 0.14 0.45 0.06  -0.464
Si 1.95 -0.16 0.09  1.575
C 2.46 -0.05 1.91  -1.129
C 2.94 1.05 -1.03  -1.052
C 1.81 -1.96 -0.50  -1.068
C -0.60 0.44 1.26  -0.185
C -1.93 0.89 1.29  -0.227
H -4.41 1.39 1.16  0.211
H -4.39 2.46 -0.12  0.225
H -4.45 0.55 -0.42  0.215
H -2.45 1.18 -1.96  0.202
H -0.06 0.44 -1.95  0.190
H 1.63 -0.47 2.58  0.241
H 3.40 -0.56 2.25  0.250
H 2.69 1.03 2.22  0.247
H 3.22 1.88 -0.49  0.234
H 3.75 0.62 -1.44  0.229
H 2.45 1.37 -1.86  0.234
H 2.77 -2.47 -0.89  0.234
H 1.49 -2.60 0.21  0.238
H 1.17 -2.07 -1.28  0.210
H -0.07 0.01 2.05  0.204
H -2.60 0.85 2.26  0.209
C -2.02 -3.04 0.67  -0.150
C -1.44 -2.69 -0.52  -0.161
C -2.73 -2.27 -0.24  -0.154
H -0.67 -2.61 -1.23  0.226
H -3.61 -1.71 -0.54  0.232

## Properties
Total charge: 0
LUMO level (eV): 0.804
Molecular weight (g/mol): 202.4
Structure (SMILES): Cc1ccc([Si](C)(C)C)cc1.C1=CC=1


two) This record from the Open Molecules 2025 dataset describes one molecule with the formula C13H18Si. The level of theory is ωB97M-V/def2-TZVPD.

Each line ends with the natural charge from an NBO analysis.
CARTESIAN COORDINATES (ANGSTROEM)
C 4.85 -0.03 0.31  -0.629
C 3.39 0.18 0.25  -0.038
C 2.71 1.00 1.24  -0.201
C 1.39 1.33 1.02  -0.214
C 0.65 0.71 0.02  -0.026
C -0.72 1.14 -0.17  -0.522
Si -1.98 -0.28 -0.08  1.583
C -3.33 0.55 0.91  -1.127
C -1.25 -1.71 1.05  -1.121
C -2.46 -0.67 -1.99  -1.072
C -1.15 2.53 0.18  -0.176
C -0.87 2.37 -1.07  -0.163
C 1.25 -0.19 -0.86  -0.218
C 2.62 -0.35 -0.74  -0.190
H 5.39 0.42 -0.48  0.216
H 5.10 0.49 1.28  0.215
H 5.21 -1.07 0.26  0.219
H 3.23 1.72 1.89  0.207
H 1.02 2.01 1.75  0.206
H -4.21 0.01 1.09  0.236
H -2.98 0.85 1.91  0.242
H -3.74 1.50 0.51  0.242
H -0.22 -1.62 1.52  0.256
H -1.80 -2.06 2.00  0.244
H -1.10 -2.61 0.46  0.233
H -3.50 -1.00 -2.07  0.231
H -2.64 0.35 -2.38  0.231
H -1.84 -1.29 -2.68  0.244
H -1.43 3.04 1.13  0.238
H -0.91 2.65 -2.18  0.244
H 0.63 -0.79 -1.47  0.212
H 3.21 -0.87 -1.52  0.199

## Properties
Total charge: 0
LUMO level (eV): 0.857
Molecular weight (g/mol): 202.4
Structure (SMILES): Cc1ccc(C2([Si](C)(C)C)C=C2)cc1


Stability check: which of them is most stable? two).


one) This record from the Open Molecules 2025 dataset describes C9H12N3 as an isolated structure. The level of theory is ωB97M-V/def2-TZVPD.

Each line ends with the natural charge from an NBO analysis.
CARTESIAN COORDINATES (ANGSTROEM)
C -2.21 0.74 0.70  -0.239
C -1.14 1.53 0.62  -0.211
C -2.25 -0.60 0.06  0.139
C 2.21 0.93 -0.05  0.383
C 0.98 -1.04 0.45  0.433
C -0.10 1.31 -0.39  -0.100
C 0.01 -0.58 -0.61  0.112
C 0.64 -1.82 1.68  -0.687
C 0.33 -0.62 -2.15  -0.636
N -1.28 -1.15 -0.45  -0.410
N 2.01 -0.26 0.52  -0.430
N 1.25 1.80 -0.19  -0.498
H -3.04 0.84 1.42  0.243
H -1.20 2.29 1.34  0.237
H -3.16 -1.13 0.07  0.202
H 3.21 1.32 -0.06  0.234
H -0.48 1.45 -1.40  0.254
H -0.19 -2.52 1.75  0.269
H 0.48 -0.99 2.41  0.266
H 1.49 -2.30 2.05  0.269
H 0.31 -1.74 -2.40  0.258
H 1.34 -0.15 -2.50  0.235
H -0.55 -0.08 -2.71  0.243
H 1.35 2.77 -0.15  0.435

## Properties
Total charge: +1
LUMO level (eV): -4.841
Molecular weight (g/mol): 162.2


two) This record from the Open Molecules 2025 dataset describes an isolated ion of composition C9H12N3 and charge +1. The level of theory is ωB97M-V/def2-TZVPD.

Each line ends with the natural charge from an NBO analysis.
CARTESIAN COORDINATES (ANGSTROEM)
H 3.93 -0.77 0.67  0.366
N 2.98 -0.42 0.60  -0.672
C 2.84 0.68 -0.01  0.244
N 1.64 1.31 0.06  -0.396
C 0.47 0.87 -0.05  0.331
C -0.63 1.64 0.63  -0.474
C -2.03 1.67 0.00  -0.499
C -2.61 0.34 -0.28  0.309
N -2.01 -0.74 0.00  -0.346
C -0.80 -1.16 0.10  0.482
C -0.40 -2.26 0.99  -0.700
C 0.20 -0.46 -0.71  -0.193
C 0.81 -0.86 -1.81  -0.237
H 3.61 1.28 -0.49  0.186
H -0.70 1.21 1.63  0.243
H -0.28 2.66 0.76  0.280
H -2.02 2.19 -0.96  0.275
H -2.69 2.25 0.64  0.281
H -3.59 0.27 -0.73  0.233
H -1.12 -2.42 1.79  0.257
H 0.60 -2.07 1.40  0.289
H -0.31 -3.18 0.41  0.288
H 1.54 -0.24 -2.31  0.229
H 0.59 -1.81 -2.28  0.225

## Properties
Total charge: +1
LUMO level (eV): -5.401
Molecular weight (g/mol): 162.2
Structure (SMILES): [H]/N=C/N=C1/CCC=[N+]=C(C)C1=C


Stability check: which of them is most stable? two).


one) This record from the Open Molecules 2025 dataset describes a 2-piece molecular cluster, C4H7N3O2 overall. The level of theory is ωB97M-V/def2-TZVPD.

Each line ends with the natural charge from an NBO analysis.
CARTESIAN COORDINATES (ANGSTROEM)
H -2.18 -0.64 -1.25  0.346
N -1.69 -1.48 -0.93  -0.609
C -0.93 -1.27 0.06  0.052
C -1.18 -0.09 1.06  0.734
O -1.75 0.93 0.76  -0.609
O -0.69 -0.35 2.28  -0.674
H -0.39 -2.10 0.50  0.188
H -0.81 0.42 2.86  0.503
C 0.66 0.50 -1.88  -0.413
N 0.86 0.08 -0.52  -0.530
C 1.48 0.53 0.42  0.694
N 1.96 0.75 1.50  -0.740
H 1.51 1.05 -2.27  0.204
H 0.51 -0.40 -2.48  0.220
H -0.24 1.11 -1.93  0.212
H 2.88 0.97 1.82  0.421

## Properties
Total charge: 0
LUMO level (eV): 0.627
Molecular weight (g/mol): 129.1
Structure (SMILES): [H]/N=C\C(=O)O.CN=C=N


two) This record from the Open Molecules 2025 dataset describes C4H7N3O2 as an isolated structure. The level of theory is ωB97M-V/def2-TZVPD.

Each line ends with the natural charge from an NBO analysis.
CARTESIAN COORDINATES (ANGSTROEM)
C -0.82 -0.53 -0.46  0.194
C 1.31 -0.88 -0.35  0.423
C 1.14 0.53 -0.30  0.082
C -0.33 0.67 -0.15  0.085
H -3.28 -0.80 -0.31  0.410
H -2.32 -1.50 1.39  0.400
H -0.11 -2.30 -0.22  0.418
H 3.11 -0.92 0.80  0.523
H 2.33 2.33 -0.58  0.486
H -1.97 1.70 -0.11  0.376
H -0.87 2.58 0.59  0.380
N -2.17 -1.03 0.18  -1.014
N 0.15 -1.40 -0.59  -0.527
N -1.02 1.80 -0.09  -0.793
O 2.42 -1.61 0.18  -0.707
O 2.41 1.36 0.01  -0.737

## Properties
Total charge: 0
LUMO level (eV): 0.264
Molecular weight (g/mol): 129.1


three) This record from the Open Molecules 2025 dataset describes one molecule with the formula C4H7N3O2. The level of theory is ωB97M-V/def2-TZVPD.

Each line ends with the natural charge from an NBO analysis.
CARTESIAN COORDINATES (ANGSTROEM)
O 3.52 -0.63 0.35  -0.651
N 2.98 0.71 -0.10  -0.086
C 1.74 0.61 -0.28  0.174
N 0.77 -0.47 -0.40  -0.508
C -0.46 -0.09 -0.04  0.460
C -1.25 1.05 0.34  -0.538
C -2.76 0.72 -0.14  -0.055
O -2.75 -0.70 0.35  -0.394
N -1.50 -1.17 -0.28  -0.339
H 2.92 -1.48 0.50  0.473
H 1.34 1.70 -0.23  0.161
H -1.04 2.12 -0.14  0.246
H -1.12 1.30 1.32  0.255
H -2.83 0.59 -1.21  0.202
H -3.54 1.26 0.35  0.213
H -1.27 -2.09 -0.02  0.389

## Properties
Total charge: 0
LUMO level (eV): 0.200
Molecular weight (g/mol): 129.1
Structure (SMILES): O/N=C\N=C1/CCON1


Stability check: which of them is most stable? one).


one) This record from the Open Molecules 2025 dataset describes one molecule with the formula C4H4O3S. The level of theory is ωB97M-V/def2-TZVPD.

Each line ends with the natural charge from an NBO analysis.
CARTESIAN COORDINATES (ANGSTROEM)
C -2.62 -0.40 0.30  -0.748
S -1.19 0.81 0.21  0.317
C 0.17 -0.09 -0.37  0.240
O 0.32 -1.28 -0.79  -0.512
C 1.36 0.83 -0.24  0.394
O 1.32 2.10 -0.16  -0.466
C 2.76 0.06 0.01  0.355
O 2.81 -0.84 0.84  -0.467
H -3.30 0.40 0.65  0.234
H -2.42 -1.36 0.91  0.259
H -2.97 -0.73 -0.82  0.244
H 3.76 0.50 -0.54  0.149

## Properties
Total charge: 0
LUMO level (eV): -1.383
Molecular weight (g/mol): 132.1
Structure (SMILES): CSC(=O)C(=O)C=O


two) This record from the Open Molecules 2025 dataset describes a 2-piece molecular cluster, C4H4O3S overall. The level of theory is ωB97M-V/def2-TZVPD.

Each line ends with the natural charge from an NBO analysis.
CARTESIAN COORDINATES (ANGSTROEM)
C -2.53 0.47 0.34  1.032
C 1.31 -0.46 0.84  -0.595
C -0.45 -0.30 -0.99  -0.135
C 1.57 0.54 -0.38  0.013
O -2.98 -0.56 0.27  -0.510
O -2.03 1.52 0.45  -0.531
O 0.52 0.47 -1.25  -0.375
S -0.25 -1.26 0.41  0.260
H 2.11 -1.13 0.98  0.216
H 1.27 0.16 1.71  0.215
H -0.98 -0.65 -1.84  0.201
H 2.44 1.20 -0.53  0.207

## Properties
Total charge: 0
LUMO level (spin up / spin down) (eV): 0.704 / 0.662
Molecular weight (g/mol): 132.1


Stability check: which of them is most stable? one).


one) This record from the Open Molecules 2025 dataset describes one molecule with the formula C4H4O3S. The level of theory is ωB97M-V/def2-TZVPD.

Each line ends with the natural charge from an NBO analysis.
CARTESIAN COORDINATES (ANGSTROEM)
O -3.47 -0.42 -0.23  -0.595
C -2.32 -0.08 -0.02  0.744
O -1.96 1.19 -0.01  -0.661
C -1.22 -1.04 0.14  -0.385
C 0.05 -0.70 0.24  0.182
O 0.56 0.60 0.16  -0.471
C 1.91 0.77 0.10  0.046
S 3.12 -0.29 -0.18  -0.032
H -2.77 1.68 -0.16  0.498
H -1.56 -2.09 0.14  0.256
H 0.83 -1.49 0.50  0.218
H 2.10 1.85 0.23  0.199

## Properties
Total charge: 0
LUMO level (eV): -0.515
Molecular weight (g/mol): 132.1
Structure (SMILES): O=C(O)/C=C\OC=S


two) This record from the Open Molecules 2025 dataset describes one molecule with the formula C4H4O3S. The level of theory is ωB97M-V/def2-TZVPD.

Each line ends with the natural charge from an NBO analysis.
CARTESIAN COORDINATES (ANGSTROEM)
C 0.19 0.11 -2.20  -0.215
C 1.03 -0.34 -2.99  -0.061
C -0.35 -0.25 -0.97  0.242
C 0.25 0.11 0.30  -0.715
O 2.95 -2.34 -2.86  -0.865
O 2.72 -0.57 -1.14  -0.931
O 1.03 -2.18 -1.30  -0.951
S 2.16 -1.59 -1.98  2.442
H -1.13 -0.93 -1.04  0.224
H 0.38 1.12 0.39  0.253
H 1.16 -0.38 0.05  0.336
H -0.26 -0.24 1.20  0.241

## Properties
Total charge: 0
LUMO level (eV): -2.841
Molecular weight (g/mol): 132.1


Stability check: which of them is most stable? one).